# 1
C15H15ClN2O2S | ωB97M-V with the def2-TZVPD basis set

Calculated values
ΔE to the lowest compared entry with this formula, charge and spin (kcal per mole): 0.0
E_tot (eV): -46231.399
Molar mass (g mol⁻¹): 322.82
Strongest force on any atom (eV Å⁻¹): 1.19
Gap between HOMO and LUMO (hartree): 0.3080
SMILES string: COCCSc1ccccc1C(=O)Nc1ccc(Cl)cn1

Each atom is followed by the atoms it is bonded to, with distances in Å.
Element x y z (Å)
1 C 3.17049 3.48512 0.93944  O2 1.409, H22 1.088, H23 1.096, H24 1.094
2 O 4.18585 3.11957 0.03317  C1 1.409, C3 1.402
3 C 3.76371 2.29534 -1.01945  O2 1.402, C4 1.533, H25 1.094, H26 1.101
4 C 3.48626 0.84350 -0.61422  C3 1.533, S5 1.846, H27 1.088, H28 1.089
5 S 1.72884 0.67270 -0.07432  C4 1.846, C6 1.749
6 C 1.51576 -1.06105 0.00890  S5 1.749, C7 1.395, C11 1.411
7 C 2.58639 -1.95432 -0.03510  C6 1.395, C8 1.379, H29 1.077
8 C 2.37566 -3.31363 0.05833  C7 1.379, C9 1.388, H30 1.080
9 C 1.09270 -3.81982 0.21199  C8 1.388, C10 1.379, H31 1.079
10 C 0.02207 -2.95157 0.25725  C9 1.379, C11 1.394, H32 1.080
11 C 0.20898 -1.57435 0.14499  C6 1.411, C10 1.394, C12 1.475
12 C -0.89477 -0.59805 0.19768  C11 1.475, O13 1.220, N14 1.368
13 O -0.67733 0.58521 0.40199  C12 1.220
14 N -2.15099 -1.09469 -0.02130  C12 1.368, C15 1.384, H33 1.011
15 C -3.36071 -0.42152 -0.01409  N14 1.384, C16 1.397, N21 1.332
16 C -3.50397 0.93712 0.27640  C15 1.397, C17 1.381, H34 1.077
17 C -4.77580 1.47370 0.25255  C16 1.381, C18 1.390, H35 1.079
18 C -5.84931 0.64605 -0.05691  C17 1.390, Cl19 1.726, C20 1.387
19 Cl -7.45749 1.27114 -0.09867  C18 1.726
20 C -5.60701 -0.69223 -0.33139  C18 1.387, N21 1.318, H36 1.081
21 N -4.39435 -1.20771 -0.30894  C15 1.332, C20 1.318
22 H 3.61428 4.21682 1.61199  C1 1.088
23 H 2.31933 3.93469 0.41592  C1 1.096
24 H 2.81014 2.62979 1.51889  C1 1.094
25 H 4.59292 2.31008 -1.73321  C3 1.094
26 H 2.86980 2.71428 -1.50614  C3 1.101
27 H 3.63506 0.19408 -1.47491  C4 1.088
28 H 4.15427 0.56320 0.19928  C4 1.089
29 H 3.59598 -1.59083 -0.12411  C7 1.077
30 H 3.22113 -3.98443 0.02737  C8 1.080
31 H 0.93393 -4.88284 0.30511  C9 1.079
32 H -0.96700 -3.35723 0.41310  C10 1.080
33 H -2.25706 -2.07083 -0.26282  N14 1.011
34 H -2.64091 1.53800 0.50746  C16 1.077
35 H -4.93707 2.51800 0.47015  C17 1.079
36 H -6.40977 -1.37330 -0.57634  C20 1.081

# 2
C15H15ClN2O5S | ωB97M-V with the def2-TZVPD basis set

Calculated values
ΔE to the lowest compared entry with this formula, charge and spin (kcal per mole): 3.5
E_tot (eV): -52373.201
Molar mass (g mol⁻¹): 370.81
Strongest force on any atom (eV Å⁻¹): 1.40
Gap between HOMO and LUMO (hartree): 0.2940
SMILES string: COCCNC(=O)c1onc(CSc2ccc(Cl)cc2)c1C(=O)O

Each atom is followed by the atoms it is bonded to, with distances in Å.
Element x y z (Å)
1 C -6.55303 -0.83086 -1.01553  O2 1.410, H25 1.096, H26 1.088, H27 1.095
2 O -5.76564 -1.58729 -0.12349  C1 1.410, C3 1.400
3 C -4.42678 -1.18839 -0.03718  O2 1.400, C4 1.544, H28 1.100, H29 1.094
4 C -4.23834 0.12992 0.74368  C3 1.544, N5 1.442, H30 1.092, H31 1.093
5 N -2.84597 0.37530 1.02605  C4 1.442, C6 1.338, H32 1.010
6 C -2.10994 1.23908 0.31671  N5 1.338, O7 1.226, C8 1.478
7 O -2.55777 1.94007 -0.58460  C6 1.226
8 C -0.68741 1.29817 0.71245  C6 1.478, O9 1.348, C21 1.380
9 O -0.25586 0.43610 1.65443  C8 1.348, N10 1.349
10 N 1.06544 0.61642 1.85646  O9 1.349, C11 1.307
11 C 1.46856 1.57764 1.06732  N10 1.307, C12 1.472, C21 1.434
12 C 2.89191 1.93795 0.96716  C11 1.472, S13 1.843, H33 1.088, H34 1.088
13 S 3.56975 1.15090 -0.55505  C12 1.843, C14 1.775
14 C 2.92713 -0.49728 -0.41189  S13 1.775, C15 1.390, C20 1.389
15 C 2.38696 -1.08581 -1.54970  C14 1.390, C16 1.381, H35 1.079
16 C 1.85038 -2.35728 -1.48760  C15 1.381, C17 1.387, H36 1.079
17 C 1.84657 -3.03430 -0.27704  C16 1.387, Cl18 1.729, C19 1.386
18 Cl 1.14518 -4.61177 -0.18417  C17 1.729
19 C 2.39803 -2.46239 0.85854  C17 1.386, C20 1.382, H37 1.078
20 C 2.94719 -1.19568 0.78865  C14 1.389, C19 1.382, H38 1.077
21 C 0.37154 2.07549 0.28889  C8 1.380, C11 1.434, C22 1.497
22 C 0.46682 3.22463 -0.66516  C21 1.497, O23 1.204, O24 1.317
23 O 1.48330 3.86500 -0.74096  C22 1.204
24 O -0.59613 3.50451 -1.38978  C22 1.317, H39 0.996
25 H -6.08191 -0.77003 -2.00276  C1 1.096
26 H -7.50232 -1.35580 -1.09901  C1 1.088
27 H -6.73483 0.18243 -0.64360  C1 1.095
28 H -3.98189 -1.08299 -1.03798  C3 1.100
29 H -3.91682 -1.99805 0.49391  C3 1.094
30 H -4.60106 0.97532 0.15535  C4 1.092
31 H -4.79458 0.07014 1.68247  C4 1.093
32 H -2.38820 -0.20350 1.71510  N5 1.010
33 H 3.02118 3.00385 0.78895  C12 1.088
34 H 3.45010 1.60220 1.83817  C12 1.088
35 H 2.38790 -0.53818 -2.47941  C15 1.079
36 H 1.42723 -2.81621 -2.36719  C16 1.079
37 H 2.40054 -3.00359 1.79119  C19 1.078
38 H 3.38391 -0.75816 1.67104  C20 1.077
39 H -1.39912 2.94781 -1.19638  O24 0.996

# 3
C15H15ClN6O2S | ωB97M-V with the def2-TZVPD basis set

Calculated values
ΔE to the lowest compared entry with this formula, charge and spin (kcal per mole): 37.9
E_tot (eV): -52189.519
Molar mass (g mol⁻¹): 378.85
Strongest force on any atom (eV Å⁻¹): 1.65
Gap between HOMO and LUMO (hartree): 0.2946
SMILES string: Cc1nn(CCc2n[nH]c(=S)n2-c2cccc(Cl)c2)c(C)c1[N+](=O)[O-]

Each atom is followed by the atoms it is bonded to, with distances in Å.
Element x y z (Å)
1 C -1.47972 -1.88106 1.97279  C2 1.479, H26 1.086, H27 1.089, H28 1.089
2 C -1.89092 -1.02523 0.83869  C1 1.479, N3 1.315, C22 1.423
3 N -1.06255 -0.66479 -0.11649  C2 1.315, N4 1.342
4 N -1.74870 0.11056 -0.97033  N3 1.342, C5 1.441, C20 1.340
5 C -1.09922 0.69668 -2.11598  N4 1.441, C6 1.528, H29 1.093, H30 1.096
6 C 0.41377 0.72969 -1.90461  C5 1.528, C7 1.489, H31 1.089, H32 1.093
7 C 0.73178 1.45199 -0.64250  C6 1.489, N8 1.294, N12 1.373
8 N 0.09700 2.50385 -0.23545  C7 1.294, N9 1.353
9 N 0.70710 2.88144 0.91142  N8 1.353, C10 1.358, H33 1.006
10 C 1.74765 2.06819 1.22937  N9 1.358, S11 1.634, N12 1.386
11 S 2.73904 2.17940 2.52371  C10 1.634
12 N 1.75762 1.12890 0.21032  C7 1.373, C10 1.386, C13 1.410
13 C 2.64065 0.03185 0.14659  N12 1.410, C14 1.390, C19 1.388
14 C 2.13460 -1.26130 0.08320  C13 1.390, C15 1.383, H34 1.080
15 C 3.01498 -2.32781 0.04407  C14 1.383, C16 1.384, H35 1.079
16 C 4.38295 -2.11792 0.07787  C15 1.384, C17 1.387, H36 1.078
17 C 4.86957 -0.82181 0.15480  C16 1.387, Cl18 1.724, C19 1.385
18 Cl 6.57124 -0.54834 0.20201  C17 1.724
19 C 4.00869 0.26307 0.18875  C13 1.388, C17 1.385, H37 1.078
20 C -3.02609 0.27517 -0.60118  N4 1.340, C21 1.479, C22 1.400
21 C -3.98869 1.09187 -1.37168  C20 1.479, H38 1.089, H39 1.086, H40 1.090
22 C -3.17050 -0.45765 0.58260  C2 1.423, C20 1.400, N23 1.404
23 N -4.32853 -0.61557 1.36049  C22 1.404, O24 1.217, O25 1.220
24 O -4.25293 -1.31533 2.35281  N23 1.217
25 O -5.34662 -0.04853 1.00060  N23 1.220
26 H -0.42242 -2.11818 1.89905  C1 1.086
27 H -1.67644 -1.36996 2.91362  C1 1.089
28 H -2.06560 -2.79870 1.98084  C1 1.089
29 H -1.47257 1.71660 -2.23445  C5 1.093
30 H -1.33815 0.11752 -3.01480  C5 1.096
31 H 0.81643 -0.28070 -1.86046  C6 1.089
32 H 0.87423 1.25218 -2.74678  C6 1.093
33 H 0.39410 3.68056 1.43613  N9 1.006
34 H 1.06503 -1.41414 0.08711  C14 1.080
35 H 2.63118 -3.33533 -0.00211  C15 1.079
36 H 5.06895 -2.94938 0.05397  C16 1.078
37 H 4.39289 1.26753 0.26179  C19 1.078
38 H -4.04777 0.74283 -2.40192  C21 1.089
39 H -4.97058 1.02697 -0.91165  C21 1.086
40 H -3.67143 2.13485 -1.38220  C21 1.090